Molecular formula: C10H16
Method: DFT, ωB97M-V/def2-TZVPD

## Properties
- Total charge: 0
- Energy: -390.60503 Eh
- Gap between HOMO and LUMO: 10.0334 eV
- Maximum force: 2.6 eV/A
- HOMO energy: -9.0419 eV

Geometry (Å):
C  1.6587  -2.1412  2.1530
C  2.6848  -1.9096  1.0882
H  1.9166  -2.4722  3.1656
H  0.9213  -1.3693  2.3621
H  0.9538  -2.9519  1.9052
H  2.2253  -1.9683  0.0999
H  3.3498  -2.7705  0.9748
H  3.2856  -1.0079  1.1817
C  1.1713  1.3649  -0.8057
C  1.2250  2.7338  -0.1473
C  -0.1931  0.7215  -0.6915
C  -1.2063  0.9383  -1.6216
C  -0.4093  -0.2522  0.2782
C  -2.4466  0.3358  -1.4030
C  -1.6439  -0.8320  0.5240
C  -2.7051  -0.4567  -0.2999
H  1.6067  1.4183  -1.8024
H  1.7929  0.6704  -0.2327
H  1.0331  3.5863  -0.7947
H  -1.1009  1.5232  -2.5278
H  0.4030  -0.4755  0.9559
H  -3.2621  0.6136  -2.0607
H  -1.7588  -1.5603  1.3149
H  -3.6597  -0.9683  -0.2415
H  2.1996  2.9097  0.3196
H  0.5550  2.8424  0.7026